Run w
Below is a gas-phase ion, CH6N3O (charge -1), with properties calculated with ωB97M-V/def2-TZVPD.

Last column: Löwdin charge in e.
Geometry (Å):
C 1.29 0.14 -0.20  -0.17
N 0.19 -0.86 -0.02  -0.42
O -0.46 -1.03 -1.20  -0.38
N -0.60 -0.20 0.94  -0.23
N -1.65 0.55 0.20  -0.11
H 2.30 -0.47 -0.38  0.07
H 1.29 0.78 -1.04  0.01
H 1.50 0.67 0.84  0.08
H -1.11 -0.96 1.57  0.11
H -1.23 1.45 0.06  -0.01
H -1.52 -0.06 -0.78  0.05

## Properties
HOMO	-2.2	eV
frontier orbital gap	7.0	eV
total charge	-1
SMILES string	CN([O-])NN

Run x
Below is a molecular structure, CH6N3O, with properties calculated with ωB97M-V/def2-TZVPD.

Last column: Löwdin charge in e.
Geometry (Å):
C 0.68 0.48 -1.08  -0.21
N -0.97 -0.80 1.52  -0.21
N -0.10 0.23 1.38  -0.18
N 1.13 -0.36 0.02  -0.27
O 0.57 -1.55 -0.05  -0.31
H 0.53 1.57 -0.79  0.06
H 1.56 0.47 -1.74  0.05
H -0.29 0.26 -1.44  0.03
H -1.78 -0.63 0.84  0.03
H -0.21 -1.58 0.83  0.00
H 0.42 0.16 2.22  0.01

## Properties
HOMO	-2.6	eV
frontier orbital gap	7.4	eV
total charge	-1

Run y
Below is 2 unconnected molecules or ions with the total composition CH6N3O, with properties calculated with ωB97M-V/def2-TZVPD.

Last column: Löwdin charge in e.
Geometry (Å):
C -1.64 -1.17 0.33  -0.22
N 1.82 0.76 -0.47  -0.19
N 2.27 1.59 0.53  -0.15
N -1.64 0.17 -0.29  -0.26
O -0.62 0.48 -1.04  -0.35
H -0.69 -1.68 0.37  0.04
H -2.01 -1.13 1.41  0.07
H -2.24 -1.82 -0.17  -0.01
H 2.29 0.97 -1.41  0.06
H 0.68 0.76 -0.55  0.02
H 1.79 1.06 1.29  -0.01

## Properties
HOMO (spin up / spin down)	-2.1 / -2.6	eV
frontier orbital gap (spin up / spin down)	6.7 / 7.3	eV
total charge	-1

Result of the stability comparison: run w is the most stable of them.